## w
Density functional theory data (ωB97M-V/def2-TZVPD) for a molecular structure, H16O8.

Its total charge is 0. The LUMO energy is -1.5920 eV. The HOMO-LUMO gap comes out at 0.2558 Ha. The calculation puts the highest occupied orbital energy at -8.55 eV.

Cartesian coordinates (Å):
1 H -1.983 -3.006 1.023
2 H 2.148 -1.261 1.266
3 H 1.105 0.741 -0.168
4 O -0.621 2.903 0.587
5 O -0.450 -1.540 1.521
6 H -1.479 -1.396 -2.037
7 H -0.412 -0.516 -0.052
8 H 1.179 -0.855 0.176
9 H -0.361 -0.796 2.117
10 O -1.473 -2.703 0.273
11 O 0.730 1.612 -0.036
12 H 1.345 2.051 0.551
13 H -0.985 -1.949 0.604
14 H 0.053 2.365 0.172
15 H 0.444 -1.724 1.231
16 H -0.722 2.528 1.462
17 H -0.637 0.973 -0.209
18 H 0.906 0.973 -1.395
19 O -0.576 0.160 -0.710
20 O -1.765 -0.482 -2.057
21 O 1.304 1.538 -2.057
22 H -1.135 -0.022 -1.502
23 O 1.318 -1.510 0.860
24 H 2.065 1.921 -1.620

---

## x
Density functional theory data (ωB97M-V/def2-TZVPD) for 8 unconnected molecules or ions with the total composition H16O8.

Its total charge is 0. The LUMO energy is 0.0589 eV. The HOMO-LUMO gap comes out at 0.3917 Ha. The SMILES is O.O.O.O.O.O.O.O. The calculation puts the highest occupied orbital energy at -10.60 eV.

Cartesian coordinates (Å):
1 H -24.537 -4.177 10.599
2 H -21.616 -5.736 7.048
3 H -23.342 -3.064 11.658
4 H -22.038 -3.096 10.211
5 O -20.984 -0.829 8.657
6 O -24.804 -3.944 11.485
7 H -21.289 -5.149 8.303
8 H -25.762 -3.838 11.599
9 O -22.460 -2.625 11.834
10 H -20.354 -5.525 12.427
11 H -20.799 -0.619 7.718
12 O -20.362 -4.577 12.504
13 O -21.622 -3.520 9.418
14 H -18.204 -3.017 10.858
15 O -21.526 -6.004 7.964
16 H -19.108 -3.776 6.513
17 H -20.711 -3.684 9.654
18 H -18.445 -4.198 9.941
19 H -18.916 -5.119 7.300
20 H -19.750 -4.182 11.885
21 O -19.402 -4.305 7.244
22 H -21.252 -1.735 8.694
23 H -21.902 -3.311 12.100
24 O -18.892 -3.538 10.479

---

## y
Density functional theory data (ωB97M-V/def2-TZVPD) for 8 unconnected molecules or ions with the total composition H16O8.

Its total charge is 0. The LUMO energy is -0.6828 eV. The HOMO-LUMO gap comes out at 0.3523 Ha. The SMILES is O.O.O.O.O.O.O.O. The calculation puts the highest occupied orbital energy at -10.27 eV.

Cartesian coordinates (Å):
1 H -2.321 -1.715 -0.173
2 H 0.157 0.847 2.894
3 O -3.039 -1.203 -0.552
4 H 0.624 0.540 -1.003
5 H 0.860 0.419 -3.307
6 H 0.017 -0.764 -0.439
7 H -2.622 -0.658 -1.226
8 H -0.623 0.693 -3.044
9 H -1.083 -3.203 -0.001
10 O -0.382 -2.766 0.501
11 O 0.260 1.048 -2.885
12 O 0.343 1.487 2.197
13 H 2.389 1.135 1.400
14 H 3.443 0.401 0.572
15 H -1.037 -1.821 1.877
16 H 0.381 0.951 1.376
17 O 0.456 3.436 -1.461
18 O -1.302 -1.399 2.720
19 H -2.197 -1.710 2.893
20 H 0.225 2.775 -2.135
21 H 0.368 -3.372 0.447
22 O 3.311 1.193 1.101
23 H 1.397 3.597 -1.583
24 O 0.375 0.090 -0.170

---

## z
Density functional theory data (ωB97M-V/def2-TZVPD) for 8 unconnected molecules or ions with the total composition H16O8.

Its total charge is 0. The LUMO energy is -0.1997 eV. The HOMO-LUMO gap comes out at 0.3642 Ha. The SMILES is O.O.O.O.O.O.O.O. The calculation puts the highest occupied orbital energy at -10.11 eV.

Cartesian coordinates (Å):
1 O -2.166 -0.325 2.582
2 H 3.765 1.445 -1.489
3 O -0.138 -0.139 -0.131
4 H -1.575 0.420 2.702
5 H 2.589 2.039 1.353
6 O -0.440 -2.881 0.835
7 H -2.226 1.867 -0.948
8 H 2.118 -0.181 -2.099
9 H 2.093 -1.198 -0.966
10 H -1.232 1.268 -0.077
11 O -3.381 -0.499 0.075
12 H -3.740 0.267 -0.218
13 H 0.521 -0.439 -0.767
14 H -0.626 -0.892 0.261
15 H 2.503 0.952 0.380
16 O 1.878 -1.085 -1.891
17 H -3.411 -1.098 -0.681
18 H -2.420 -0.281 1.616
19 H 0.447 -2.775 1.185
20 O -1.806 2.045 -0.086
21 O 2.878 1.292 -1.222
22 H 2.421 2.008 -1.599
23 O 2.318 1.141 1.283
24 H -0.360 -2.940 -0.108

---

Relative energies with respect to the most stable structure, expressed in kcal/mol: w 393.7; x 0.0; y 6.6; z 15.0.

---

## w
Density functional theory data (ωB97M-V/def2-TZVPD) for 8 unconnected molecules or ions with the total composition H16O8.

Its total charge is 0. The LUMO energy is 0.2317 eV. The HOMO-LUMO gap comes out at 0.4130 Ha. The SMILES is O.O.O.O.O.O.O.O. The calculation puts the highest occupied orbital energy at -11.01 eV.

Cartesian coordinates (Å):
1 O 3.058 0.531 -0.971
2 O 0.008 -0.815 -1.368
3 O -1.338 -2.430 0.390
4 H -0.745 -0.301 2.432
5 O -1.128 1.683 -1.646
6 H -2.949 -0.580 0.376
7 O 1.067 2.366 0.538
8 H 1.343 1.878 -0.213
9 H 1.202 -0.927 0.506
10 H -2.049 0.434 1.217
11 H 3.614 0.011 -1.613
12 O -2.562 0.348 0.399
13 H -0.223 0.114 -1.526
14 H -1.166 -2.077 -0.496
15 H 2.802 -0.155 -0.313
16 O -0.677 0.617 2.137
17 H -1.624 2.248 -2.239
18 H 0.104 2.485 0.533
19 H -1.987 -3.134 0.358
20 H 0.277 0.736 1.917
21 H 1.956 -2.046 1.299
22 H -1.619 1.349 -0.889
23 H 0.671 -1.216 -1.959
24 O 1.966 -1.117 1.132

---

## x
Density functional theory data (ωB97M-V/def2-TZVPD) for 8 unconnected molecules or ions with the total composition H16O8.

Its total charge is 0. The LUMO energy is -0.3365 eV. The HOMO-LUMO gap comes out at 0.3738 Ha. The SMILES is O.O.O.O.O.O.O.O. The calculation puts the highest occupied orbital energy at -10.51 eV.

Cartesian coordinates (Å):
1 O 1.227 2.459 -0.958
2 H 0.888 -3.180 -2.094
3 H -4.502 -1.308 0.440
4 H 3.510 0.009 0.289
5 O 1.086 -0.911 1.257
6 O 3.462 -0.929 0.379
7 H 0.697 0.335 2.488
8 O -0.857 -0.755 -0.473
9 H 3.942 -1.024 1.300
10 H -1.186 3.513 -0.751
11 H 0.961 -2.115 -3.115
12 H 1.579 -0.154 0.878
13 H -0.295 -0.315 0.218
14 H -1.510 -0.197 -0.700
15 H -0.133 1.531 2.776
16 O -0.081 0.780 2.177
17 O -1.851 3.138 -1.293
18 H -2.617 3.089 -0.622
19 O 1.403 -2.348 -2.311
20 H 1.848 -1.429 1.360
21 O -5.376 -1.776 0.333
22 H -5.223 -2.440 -0.267
23 H 1.835 2.492 -0.151
24 H 1.192 1.535 -1.162

---

Relative energies with respect to the most stable structure, expressed in kcal/mol: w 0.0; x 63.0.

---

## w
Density functional theory data (ωB97M-V/def2-TZVPD) for 8 unconnected molecules or ions with the total composition H16O8.

Its total charge is 0. The LUMO energy is 0.3269 eV. The HOMO-LUMO gap comes out at 0.3802 Ha. The SMILES is O.O.O.O.O.O.O.O. The calculation puts the highest occupied orbital energy at -10.02 eV.

Cartesian coordinates (Å):
1 O 3.826 3.020 -0.019
2 O 1.371 -1.497 1.867
3 H -2.450 1.835 -0.485
4 H -3.712 -0.024 -0.611
5 H -4.728 0.768 0.195
6 H 2.897 3.157 0.197
7 H -1.333 1.696 1.373
8 H 1.832 -2.144 2.414
9 O -2.170 1.265 1.166
10 H 1.912 -1.436 1.071
11 H -2.382 -2.582 0.256
12 H 4.649 -2.366 -0.804
13 O -2.155 1.234 -1.179
14 H -3.031 -1.714 -0.810
15 O -3.844 0.389 0.250
16 H 4.291 3.669 0.520
17 O 0.445 -0.258 -0.951
18 H 5.915 -1.623 -1.199
19 H 0.215 -0.272 -1.887
20 O -2.867 -2.635 -0.575
21 H -2.046 1.802 -1.950
22 O 5.280 -1.714 -0.479
23 H 1.407 -0.202 -0.947
24 H -2.523 1.011 2.027

---

## x
Density functional theory data (ωB97M-V/def2-TZVPD) for 8 unconnected molecules or ions with the total composition H16O8.

Its total charge is 0. The LUMO energy is -0.0791 eV. The HOMO-LUMO gap comes out at 0.3788 Ha. The SMILES is O.O.O.O.O.O.O.O. The calculation puts the highest occupied orbital energy at -10.39 eV.

Cartesian coordinates (Å):
1 H -24.423 16.543 11.329
2 H -23.172 19.367 5.533
3 O -26.508 17.126 4.123
4 H -25.058 16.201 7.120
5 O -22.461 20.007 5.551
6 H -22.698 20.648 4.881
7 O -23.900 15.219 8.222
8 O -24.163 18.621 3.552
9 H -25.829 17.778 3.951
10 H -23.778 14.497 7.606
11 H -24.883 16.717 9.898
12 H -24.737 19.028 2.903
13 O -25.332 16.835 6.458
14 O -24.444 17.177 10.613
15 H -28.536 17.760 6.990
16 O -27.772 18.181 7.384
17 H -27.063 15.080 8.929
18 H -24.451 14.854 8.914
19 H -27.041 17.601 7.169
20 H -26.243 16.715 4.946
21 H -23.279 18.758 3.210
22 O -26.300 15.358 9.436
23 H -26.412 14.938 10.289
24 H -24.514 17.204 6.124

---

## y
Density functional theory data (ωB97M-V/def2-TZVPD) for 8 unconnected molecules or ions with the total composition H16O8.

Its total charge is 0. The LUMO energy is -0.2262 eV. The HOMO-LUMO gap comes out at 0.3820 Ha. The SMILES is O.O.O.O.O.O.O.O. The calculation puts the highest occupied orbital energy at -10.62 eV.

Cartesian coordinates (Å):
1 H -1.632 0.043 -0.880
2 H -1.261 -2.601 -0.967
3 H 0.889 -1.004 2.270
4 O 2.437 -0.024 0.489
5 H -0.463 -3.793 -1.368
6 H 0.526 -0.750 -1.153
7 O -0.598 3.178 -0.399
8 H -1.737 1.483 -2.064
9 O -2.492 1.386 -1.529
10 H -0.183 2.622 0.256
11 H 1.391 -1.862 3.546
12 H 0.081 1.111 2.471
13 O 0.105 0.762 1.594
14 H 1.685 -1.652 -1.728
15 O -1.127 -3.249 -1.667
16 H -0.870 -0.239 0.410
17 H 2.938 0.771 0.458
18 O 1.251 -0.768 -1.815
19 H 1.998 -0.079 -0.385
20 H -2.538 2.248 -1.119
21 H -1.095 3.835 0.012
22 O 0.900 -1.862 2.706
23 H 0.936 1.103 1.294
24 O -1.143 -0.660 -0.432

---

## z
Density functional theory data (ωB97M-V/def2-TZVPD) for a molecular structure, H16O8.

Its total charge is 0. The LUMO energy is -0.5819 eV. The HOMO-LUMO gap comes out at 0.3349 Ha. The calculation puts the highest occupied orbital energy at -9.70 eV.

Cartesian coordinates (Å):
1 O 0.348 2.783 0.523
2 H 0.101 -1.466 0.533
3 H -0.140 -2.411 -0.677
4 H 0.264 2.045 -0.080
5 O -1.731 -1.451 1.879
6 O 0.844 1.096 -1.195
7 O 2.825 1.360 -0.030
8 H -0.712 -0.084 0.286
9 O -0.313 -2.453 -1.617
10 H 0.726 0.170 -0.114
11 H -1.979 -2.316 2.205
12 O 0.093 -0.534 0.028
13 H 2.630 1.754 0.820
14 H -1.068 -1.627 1.211
15 H 0.748 -2.819 0.322
16 O -1.466 0.929 0.456
17 H 1.428 0.544 -1.714
18 H 1.968 1.142 -0.396
19 H -1.821 0.759 -0.416
20 H -2.139 1.452 0.891
21 H 0.504 1.739 -1.818
22 O -0.078 -2.406 0.576
23 H -0.169 3.481 0.122
24 H -0.863 -1.689 -1.795

---

Relative energies with respect to the most stable structure, expressed in kcal/mol: w 46.5; x 5.9; y 0.0; z 182.8.